Density functional theory data (ωB97M-V/def2-TZVPD) for 2 unconnected molecules or ions with the total composition C4H13NO3 at a distorted geometry.

Structure (XYZ):
```
21
Properties=species:S:1:pos:R:3:lowdin_charge:R:1
O -2.9538 1.7816 0.2878 -0.07
C -1.8838 1.5891 1.2017 -0.29
C -0.5059 1.5073 0.5723 -0.14
C -0.1487 -0.0245 0.2383 -0.25
N 0.6102 -0.1282 -0.9915 -0.05
C 2.0919 -0.1049 -0.8802 -0.26
O 2.5313 -0.6797 0.3213 -0.07
H -2.9066 2.6281 -0.1721 0.09
H -2.1736 0.6235 1.6631 0.12
H -1.8914 2.2773 2.0580 0.11
H -0.5319 2.0287 -0.3705 0.10
H 0.3754 1.7324 1.1759 0.10
H 0.2058 -0.4934 1.1583 0.10
H -1.1078 -0.5596 0.1088 0.11
H 0.3657 -0.9547 -1.5392 0.09
H 2.4057 -0.7657 -1.6916 0.12
H 2.5231 0.9111 -0.8514 0.12
H 2.2608 -0.2019 1.1043 0.07
O 0.6126 -3.8527 -1.2005 -0.05
H 0.3409 -3.1037 -0.6601 0.01
H -0.2199 -4.2101 -1.5326 0.04
```

Results
* molecular weight: 123.15 g mol⁻¹
* HOMO level: -9.2 eV
* relative energy (zero: lowest compared OMol25 entry of this formula, charge and spin): 244.0 kJ/mol
* Kohn-Sham gap: 9.83 eV
* spin multiplicity: 1
* structure (SMILES): OCCCNCO.O
* E_tot: -440.6223 hartree